Run a
C2H7N3 | the ωB97M-V functional and the def2-TZVPD basis

Each line ends with the Löwdin charge.
Element x y z (Å)
1 H -2.026 2.139 -1.060  0.0207
2 N -2.070 1.170 -0.751  0.0342
3 C -1.135 0.505 -1.331  -0.4133
4 N -0.603 -0.614 -0.804  0.0739
5 H -0.846 0.795 -2.344  0.1078
6 H -0.362 -0.830 0.151  0.0503
7 H -0.092 -1.233 -1.414  0.0845
8 C 2.400 -0.639 1.436  -0.1321
9 N 1.187 -0.393 1.667  -0.0030
10 H 2.842 -1.467 1.993  0.0607
11 H 2.978 -0.148 0.648  0.0678
12 H 0.955 0.570 1.413  0.0484

Calculated values
- Structure (SMILES): [H]/N=C/N.C=N
- Gap between HOMO and LUMO: 9.644 eV



Run b
C2H7N3 | the ωB97M-V functional and the def2-TZVPD basis

Each line ends with the Löwdin charge.
Element x y z (Å)
1 H -1.675 -1.938 1.702  0.0430
2 N -1.505 -1.668 0.704  0.0308
3 C -0.827 -0.588 0.696  -0.3566
4 N -0.257 -0.157 -0.484  -0.1009
5 N 0.391 1.079 -0.571  -0.2114
6 C 1.790 1.055 -0.344  -0.1767
7 H -0.550 0.030 1.570  0.1239
8 H -0.415 -0.701 -1.514  0.2306
9 H -0.156 1.865 -0.114  0.1388
10 H 2.404 1.902 -0.988  0.1170
11 H 2.127 0.228 -1.060  0.0882
12 H 2.082 1.029 0.739  0.0732

Calculated values
- Structure (SMILES): [H]/N=C/NNC
- Gap between HOMO and LUMO: 9.555 eV



Here are the energies relative to the best structure, in kcal/mol: run a 0.0; run b 19.4.



Run a
C2H7N3 | the ωB97M-V functional and the def2-TZVPD basis

Each line ends with the Löwdin charge.
Element x y z (Å)
1 H -2.038 0.806 -0.262  0.0227
2 N -2.270 -0.199 0.021  0.0393
3 C -1.079 -0.770 0.040  -0.2675
4 N 0.077 -0.036 -0.075  -0.3125
5 C 1.459 -0.500 -0.009  -0.0909
6 N 0.100 1.402 0.034  0.0413
7 H -0.666 -1.736 0.013  0.0934
8 H 2.150 0.285 -0.568  0.1258
9 H 1.464 -1.619 -0.370  0.0993
10 H 1.668 -0.802 1.022  0.0631
11 H -0.591 1.461 -0.774  0.1015
12 H -0.273 1.708 0.926  0.0845

Calculated values
- Structure (SMILES): [H]/N=C\N(C)N
- Gap between HOMO and LUMO: 9.542 eV



Run b
C2H7N3 | the ωB97M-V functional and the def2-TZVPD basis

Each line ends with the Löwdin charge.
Element x y z (Å)
1 C 0.707 0.438 0.381  -0.1611
2 C -0.320 1.461 0.716  -0.1020
3 N -0.931 -0.943 -0.554  0.1059
4 N 0.489 -0.670 -0.283  -0.3571
5 N 1.384 -1.563 -0.470  0.0162
6 H 1.728 0.584 0.695  0.1105
7 H -0.994 -1.849 -1.013  0.0819
8 H -1.312 -0.212 -1.143  0.0856
9 H 0.987 -2.445 -0.793  0.0196
10 H -0.055 1.935 1.662  0.0709
11 H -1.303 1.015 0.842  0.0590
12 H -0.379 2.249 -0.041  0.0704

Calculated values
- Gap between HOMO and LUMO: 8.265 eV



Run c
C2H7N3 | the ωB97M-V functional and the def2-TZVPD basis

Each line ends with the Löwdin charge.
Element x y z (Å)
1 C 2.266 0.117 -0.061  -0.1589
2 N 0.971 -0.566 0.138  -0.0670
3 C -0.047 0.106 -0.055  -0.3200
4 N -1.286 -0.482 -0.212  -0.1022
5 N -2.498 0.228 0.015  -0.0116
6 H 2.695 -0.069 -1.108  0.0778
7 H 3.017 -0.443 0.749  0.1146
8 H 2.053 1.218 0.139  0.0665
9 H 0.005 1.189 -0.223  0.1225
10 H -1.195 -1.426 0.125  0.1139
11 H -3.277 -0.250 -0.506  0.0985
12 H -2.704 0.379 0.997  0.0659

Calculated values
- Structure (SMILES): C/N=C/NN
- Gap between HOMO and LUMO: 9.951 eV



Here are the energies relative to the best structure, in kcal/mol: run a 23.2; run b 28.5; run c 0.0.



Run a
CH8NS2 | the ωB97M-V functional and the def2-TZVPD basis

Each line ends with the Löwdin charge.
Element x y z (Å)
1 N -1.828 0.137 2.245  0.2643
2 H -1.498 -0.406 1.462  -0.0333
3 H -2.875 0.322 2.164  0.1936
4 H -1.821 -0.464 3.015  0.1074
5 H -1.195 0.929 2.583  0.1934
6 C 0.997 0.323 -2.168  -0.6091
7 S 0.283 0.922 -0.730  0.5084
8 S 0.326 -1.134 0.393  0.4225
9 H 1.191 -0.751 -2.260  0.0317
10 H 1.876 1.007 -2.587  0.0999
11 H 0.260 0.427 -2.972  0.0254
12 H 1.136 -0.577 1.285  -0.2042

Calculated values
- Net charge: +1
- Gap between HOMO and LUMO: 8.262 eV



Run b
CH8NS2 | the ωB97M-V functional and the def2-TZVPD basis

Each line ends with the Löwdin charge.
Element x y z (Å)
1 S -3.179 0.266 -0.674  0.2079
2 S -2.834 0.941 -2.596  0.2501
3 H -2.842 -1.027 -0.806  -0.2132
4 H -1.560 1.366 -2.449  -0.2204
5 C 0.585 -0.134 1.064  0.0013
6 N 2.011 -0.256 0.594  0.1572
7 H 0.492 -0.571 2.052  0.1089
8 H 0.307 0.913 1.063  0.1054
9 H -0.035 -0.646 0.345  0.0843
10 H 2.262 -1.234 0.442  0.1739
11 H 2.686 0.133 1.252  0.1732
12 H 2.108 0.248 -0.287  0.1716

Calculated values
- Net charge: +1
- Gap between HOMO and LUMO: 8.223 eV



Here are the energies relative to the best structure, in kcal/mol: run a 18.6; run b 0.0.



Run a
CH8NS2 | the ωB97M-V functional and the def2-TZVPD basis

Each line ends with the Löwdin charge.
Element x y z (Å)
1 N -2.659 -1.222 -0.436  0.3185
2 H -2.909 -1.652 0.458  0.1623
3 H -2.806 -1.925 -1.161  0.1620
4 H -1.663 -0.960 -0.390  0.0001
5 H -3.259 -0.414 -0.604  0.1637
6 C 1.691 0.782 1.473  -0.4537
7 S 0.074 0.477 0.729  0.3634
8 S 0.604 -0.123 -1.213  0.3276
9 H 2.308 1.324 0.752  0.0380
10 H 1.538 1.391 2.369  0.0486
11 H 2.158 -0.159 1.740  0.0399
12 H 1.933 -0.117 -1.083  -0.1704

Calculated values
- Net charge: +1
- Gap between HOMO and LUMO: 7.929 eV



Run b
CH8NS2 | the ωB97M-V functional and the def2-TZVPD basis

Each line ends with the Löwdin charge.
Element x y z (Å)
1 N 0.541 1.264 -2.351  0.2373
2 H 0.084 0.247 -2.363  0.1380
3 H 0.066 1.867 -1.607  0.1601
4 H 1.498 1.042 -2.094  0.1347
5 H 0.441 1.603 -3.350  0.1744
6 C 0.238 -1.096 2.375  -0.5580
7 S -0.822 -1.704 1.225  0.4431
8 S -1.343 -0.479 -0.220  0.3236
9 H -0.004 -1.364 3.368  0.0243
10 H 0.333 -0.070 2.654  0.0453
11 H 1.292 -1.593 2.268  0.0873
12 H -2.323 0.282 0.095  -0.2100

Calculated values
- Net charge: +1
- Gap between HOMO and LUMO: 8.071 eV



Here are the energies relative to the best structure, in kcal/mol: run a 0.0; run b 22.7.



Run a
C28H35N8SV | the ωB97M-V functional and the def2-TZVPD basis

Each line ends with the Mulliken spin population.
Element x y z (Å)
1 V 0.387 -0.257 0.064  2.7478
2 N -0.607 -1.917 1.293  -0.0044
3 C -1.275 -1.255 2.432  -0.0166
4 C -2.072 -0.078 1.902  0.0530
5 N -1.187 1.002 1.414  0.0230
6 C -0.951 2.064 2.435  0.0127
7 C 0.459 2.182 2.981  0.0054
8 N 1.374 2.793 2.009  0.0065
9 H 0.108 -2.553 1.637  0.0027
10 H -1.288 -2.483 0.793  0.0105
11 H -1.928 -1.942 2.976  0.0013
12 H -0.504 -0.911 3.120  -0.0018
13 H -2.692 -0.421 1.068  -0.0027
14 H -2.756 0.290 2.673  0.0012
15 H -1.665 1.454 0.645  -0.0267
16 H -1.243 3.024 1.999  0.0014
17 H -1.628 1.895 3.277  -0.0018
18 H 0.405 2.756 3.912  0.0008
19 H 0.834 1.195 3.236  0.0004
20 H 1.373 3.801 2.118  -0.0005
21 H 2.321 2.482 2.192  0.0017
22 C 3.799 -0.727 -0.545  0.0231
23 C 2.866 -1.781 -1.051  0.0509
24 C 3.405 -2.974 -1.532  -0.0110
25 C 2.582 -3.936 -2.070  0.0187
26 C 1.223 -3.675 -2.164  -0.0076
27 C 0.739 -2.474 -1.675  0.0090
28 N 1.542 -1.562 -1.084  -0.0859
29 C -0.690 -2.084 -1.847  0.0946
30 C -1.605 -2.967 -2.411  -0.0197
31 C -2.900 -2.548 -2.645  0.0226
32 C -3.242 -1.248 -2.328  -0.0049
33 C -2.295 -0.419 -1.740  0.0702
34 N -1.046 -0.837 -1.465  -0.0545
35 C -2.687 0.987 -1.432  0.0136
36 C -3.962 1.267 -0.956  0.0044
37 C -4.304 2.590 -0.722  -0.0010
38 C -3.375 3.580 -0.977  0.0055
39 C -2.112 3.221 -1.444  0.0043
40 C -1.052 4.249 -1.709  -0.0001
41 N -1.781 1.943 -1.656  0.0101
42 H 4.360 -0.320 -1.390  0.0060
43 H 4.510 -1.163 0.159  0.0010
44 H 3.274 0.079 -0.051  -0.0048
45 H 4.474 -3.124 -1.472  0.0001
46 H 2.986 -4.870 -2.435  0.0011
47 H 0.573 -4.399 -2.626  0.0013
48 H -1.311 -3.969 -2.679  0.0009
49 H -3.623 -3.217 -3.091  0.0013
50 H -4.226 -0.864 -2.554  0.0000
51 H -4.667 0.472 -0.754  -0.0003
52 H -5.288 2.842 -0.347  0.0000
53 H -3.615 4.622 -0.820  0.0002
54 H -0.487 3.990 -2.604  -0.0004
55 H -0.347 4.293 -0.874  -0.0009
56 H -1.484 5.240 -1.833  -0.0002
57 S 2.970 -1.705 3.650  0.0493
58 C 2.223 -0.919 2.460  0.0897
59 N 1.663 -0.335 1.604  -0.0890
60 N 1.076 1.617 -0.814  -0.0522
61 C 2.122 1.756 -1.779  0.0242
62 C 2.015 1.095 -2.997  0.0149
63 C 3.044 1.180 -3.922  0.0106
64 C 4.187 1.915 -3.635  -0.0019
65 C 4.286 2.579 -2.422  0.0020
66 C 3.255 2.507 -1.496  -0.0057
67 H 1.235 2.202 0.012  0.0037
68 H 0.185 1.877 -1.245  -0.0091
69 H 1.125 0.512 -3.209  0.0019
70 H 2.954 0.666 -4.871  0.0002
71 H 4.990 1.975 -4.356  -0.0001
72 H 5.170 3.161 -2.193  0.0002
73 H 3.334 3.024 -0.547  -0.0005

Calculated values
- Spin multiplicity: 4
- Net charge: +1
- Gap between HOMO and LUMO (spin up / spin down): 6.279 / 6.913 eV



Run b
C28H35N8SV | the ωB97M-V functional and the def2-TZVPD basis

Each line ends with the Mulliken spin population.
Element x y z (Å)
1 V 1.426 -0.074 -0.772  2.5264
2 N -0.149 -1.374 1.063  0.0300
3 C -1.481 -2.013 0.958  0.0000
4 C -1.829 -2.324 -0.483  0.0061
5 N -2.106 -1.093 -1.178  -0.0153
6 C -3.102 -1.087 -2.236  0.0033
7 C -3.675 0.319 -2.369  -0.0022
8 N -2.582 1.291 -2.502  0.0001
9 H -0.040 -0.996 2.002  0.0042
10 H 0.549 -2.107 0.992  0.0089
11 H -1.531 -2.920 1.571  0.0012
12 H -2.232 -1.312 1.326  0.0004
13 H -1.022 -2.928 -0.935  -0.0021
14 H -2.726 -2.946 -0.497  0.0001
15 H -1.266 -0.624 -1.495  -0.0169
16 H -2.687 -1.400 -3.209  -0.0005
17 H -3.898 -1.792 -1.988  0.0005
18 H -4.317 0.372 -3.250  0.0003
19 H -4.291 0.531 -1.488  -0.0001
20 H -2.932 2.150 -2.910  0.0003
21 H -2.269 1.522 -1.562  0.0064
22 C 0.329 -0.733 -3.564  0.0066
23 C 0.950 -1.989 -3.010  0.0673
24 C 1.041 -3.177 -3.725  -0.0043
25 C 1.691 -4.251 -3.148  0.0223
26 C 2.276 -4.116 -1.894  -0.0068
27 C 2.154 -2.905 -1.239  0.0852
28 N 1.461 -1.889 -1.785  -0.0395
29 C 2.793 -2.560 0.059  0.0306
30 C 3.499 -3.442 0.862  -0.0163
31 C 4.033 -2.970 2.052  0.0312
32 C 3.842 -1.651 2.424  -0.0164
33 C 3.113 -0.818 1.581  0.0506
34 N 2.623 -1.280 0.429  -0.0336
35 C 2.809 0.616 1.847  0.0327
36 C 3.214 1.245 3.010  0.0001
37 C 2.954 2.601 3.167  0.0099
38 C 2.327 3.276 2.145  -0.0058
39 C 1.932 2.583 1.000  0.0384
40 C 1.295 3.332 -0.130  0.0474
41 N 2.137 1.270 0.870  0.0073
42 H 0.766 -0.521 -4.548  -0.0005
43 H -0.057 1.169 -2.950  0.0199
44 H -0.747 -0.865 -3.702  0.0036
45 H 0.623 -3.246 -4.720  0.0000
46 H 1.774 -5.187 -3.683  0.0012
47 H 2.830 -4.934 -1.460  0.0006
48 H 3.634 -4.472 0.570  0.0002
49 H 4.597 -3.635 2.691  0.0020
50 H 4.259 -1.285 3.349  -0.0002
51 H 3.731 0.700 3.784  0.0004
52 H 3.255 3.116 4.067  0.0004
53 H 2.132 4.337 2.215  0.0006
54 H 2.015 4.033 -0.556  0.0022
55 H 0.444 3.919 0.222  0.0058
56 H 0.983 2.659 -0.929  0.0289
57 S 2.716 1.690 -3.604  0.1429
58 C 1.965 0.809 -2.485  -0.1386
59 N 0.543 0.400 -2.654  0.0799
60 N -1.516 1.652 0.696  0.0309
61 C -2.324 2.247 1.671  0.0182
62 C -2.861 1.498 2.715  0.0006
63 C -3.696 2.092 3.647  -0.0003
64 C -4.000 3.442 3.564  0.0002
65 C -3.461 4.192 2.527  -0.0002
66 C -2.636 3.603 1.585  0.0008
67 H -0.786 2.251 0.347  -0.0307
68 H -1.179 0.724 0.906  -0.0267
69 H -2.624 0.444 2.796  -0.0001
70 H -4.107 1.493 4.448  -0.0001
71 H -4.649 3.904 4.293  0.0000
72 H -3.693 5.245 2.444  -0.0001
73 H -2.242 4.190 0.764  -0.0002

Calculated values
- Spin multiplicity: 4
- Net charge: +1
- Gap between HOMO and LUMO (spin up / spin down): 6.387 / 6.200 eV



Here are the energies relative to the best structure, in kcal/mol: run a 0.0; run b 78.7.